26
Properties=species:S:1:pos:R:3:forces:R:3:lowdin_charge:R:1 method="wB97M-V/def2-TZVPD" homo_ev=-11.68 total_charge=+1 energy_ha=-1208.424361 max_force_ev_per_a=6.0
C -1.6047 2.7499 0.6967 -0.6 -0.4 0.9 -0.052
C 1.7765 -1.0848 -2.9811 -0.6 -0.8 3.9 -0.681
C 0.6042 -1.5287 2.2812 -0.2 4.6 -3.8 0.010
N 1.1073 -2.1945 1.0188 -0.5 1.8 0.2 0.087
F 0.3819 -2.0313 3.6576 1.1 1.4 -5.5 0.013
C 1.1931 -1.3335 -0.2569 -0.9 0.4 3.6 -0.089
H -2.2804 -0.4644 2.7028 -0.5 2.2 -1.3 0.095
C 1.7018 -1.8706 -1.7197 -0.1 1.9 -1.6 -0.612
H 1.3821 -3.2142 1.0996 -0.3 1.7 -0.8 0.131
N 0.7254 0.0181 0.2356 0.5 -4.6 2.2 0.126
C 1.2916 0.4807 -3.0249 -0.1 -0.4 -0.2 -0.158
I 2.5520 -2.0360 -4.8453 -0.9 1.2 1.9 0.780
H 1.4800 0.8766 -4.1332 -0.6 -0.7 2.7 0.092
H -1.8073 2.2661 -0.3739 0.3 0.8 2.4 0.106
H -0.6991 3.4882 0.6114 -1.8 -1.6 0.5 0.099
H -2.5932 3.3017 1.0371 2.1 -1.0 -0.9 0.105
I 2.3318 -4.0095 -1.7979 -0.7 2.0 0.6 0.772
C 0.3657 -0.0108 1.7056 -0.4 -2.5 2.1 -0.108
H 1.8376 1.1740 -2.2227 -0.7 -1.7 -1.9 0.097
H -2.7995 -0.0787 0.9248 0.1 1.1 2.2 0.101
C -2.5985 0.4189 1.9885 0.3 -0.1 -1.6 -0.054
H -3.6046 0.9480 2.3310 2.4 -1.0 -0.7 0.112
H 0.6405 0.8830 -0.3420 0.2 -1.2 0.7 0.129
H 0.1430 0.5184 -2.7303 2.3 -0.2 -1.0 0.094
N -0.1655 1.2378 2.4033 -0.9 -1.9 -5.6 0.051
C -1.3620 1.4955 1.7338 0.5 -1.1 1.0 -0.246